No. 1
95
Properties=species:S:1:pos:R:3:forces:R:3 method="wB97M-V/def2-TZVPD" spin_multiplicity=3 e_above_lowest_kj_mol=68.8 e_lumo_ev="0.49 / 0.14" orbital_gap_ha="0.2437 / 0.2199"
W 0.1853 -0.1034 0.3204 -1.74 0.72 -2.81
C 1.1807 -1.0955 2.1323 0.34 -0.49 0.68
C 2.1097 -0.6528 1.1673 1.58 -0.18 1.33
C 1.9175 0.7938 1.1332 0.78 0.60 -0.36
Si 3.4010 -1.7615 0.3660 -0.79 0.78 -0.17
C 0.7828 1.1219 1.9351 -0.33 0.93 0.43
C 0.2333 -0.1122 2.4897 0.66 0.07 1.97
Si -1.2366 -0.4253 3.6230 0.35 0.46 -1.00
H 1.2352 -2.0616 2.6048 -0.23 -0.03 -0.32
H 2.5368 1.5319 0.6521 0.12 -0.05 0.08
H 0.4581 2.1322 2.1232 0.04 -0.04 0.15
Cl -1.2456 2.6186 -2.8536 0.65 0.45 0.66
C -1.2397 -2.1895 4.2012 -0.17 -0.17 0.29
C -1.2500 0.7575 5.0827 -0.06 -0.15 0.29
C 3.2639 -3.4898 1.0315 0.24 -0.28 0.01
C 5.1378 -1.0864 0.6064 0.22 -0.23 0.09
H -0.3945 0.5280 5.7403 -0.28 0.12 -0.18
H -2.1727 0.6017 5.6637 0.24 0.07 -0.06
H -1.2046 1.8197 4.8117 0.05 -0.32 0.07
H -1.4865 -2.8956 3.4017 0.13 0.22 0.14
H -2.0157 -2.2839 4.9700 0.08 -0.08 -0.02
H -0.2870 -2.4775 4.6614 -0.13 0.01 -0.09
H 5.3828 -1.0890 1.6819 -0.03 0.03 -0.35
H 5.2936 -0.0728 0.2160 -0.07 -0.28 0.17
H 5.8528 -1.7513 0.0965 -0.10 0.18 0.16
H 3.3093 -3.5193 2.1266 -0.04 -0.01 -0.15
H 4.1221 -4.0585 0.6546 -0.07 -0.04 0.08
H 2.3582 -4.0026 0.6913 0.17 0.21 0.11
C -2.6850 -0.1176 2.4387 -0.23 -0.09 0.59
C 2.8592 -1.7087 -1.4483 0.51 -0.30 0.02
P -2.2032 1.0392 1.1121 -0.46 0.69 0.65
H -3.5285 0.2774 3.0212 -0.05 -0.29 -0.29
H -2.9590 -1.0759 1.9776 0.01 0.12 0.07
P 1.9666 -0.1570 -1.8174 1.01 0.22 -0.35
H 2.1755 -2.5498 -1.6256 0.10 0.10 0.01
H 3.7536 -1.8113 -2.0785 -0.37 -0.18 -0.08
C 1.8688 -0.1148 -3.7025 0.03 -0.01 0.26
C 3.5013 1.0374 -1.7381 -0.99 -0.52 0.56
C -2.1140 2.6507 2.1989 0.50 -1.02 -0.46
C -3.8351 1.5253 0.2962 0.20 -0.07 0.18
C -3.9218 1.1101 -1.1405 -0.10 0.14 -0.75
H -3.8005 2.6242 0.3296 -0.20 -0.27 0.02
C -5.0893 1.0031 0.9819 -0.01 0.16 0.13
H -5.0899 -0.0893 0.9892 -0.02 0.05 0.03
H -5.9331 1.3300 0.3634 -0.08 -0.04 0.32
H -5.2048 1.3635 2.0046 -0.17 -0.09 -0.12
H -3.0653 1.4808 -1.6988 -0.14 -0.30 0.01
H -4.8161 1.5620 -1.6085 0.21 -0.29 0.18
H -3.9822 0.0181 -1.2244 -0.04 0.39 0.03
H -1.3281 2.4228 2.9325 -0.15 0.22 -0.28
C -3.3783 3.0041 2.9825 -0.02 0.11 0.05
C -1.6858 3.8308 1.3395 0.18 0.23 0.18
H -3.7301 2.2204 3.6606 0.14 0.05 -0.15
H -4.2044 3.2707 2.3146 0.14 0.05 0.17
H -3.1491 3.8800 3.6069 -0.12 -0.13 -0.14
H -0.7073 3.6833 0.8777 -0.08 -0.06 0.19
H -1.6356 4.7297 1.9685 0.00 -0.05 -0.22
H -2.3946 4.0226 0.5271 0.01 0.04 0.13
H 3.8542 0.9368 -0.7021 -0.13 0.20 -0.30
C 3.0468 2.4705 -1.9849 0.20 0.22 0.17
C 4.6730 0.6949 -2.6557 0.10 0.07 -0.03
H 5.0872 -0.3072 -2.5131 -0.14 0.11 0.06
H 5.4852 1.4033 -2.4386 -0.13 -0.11 -0.12
H 4.4028 0.8027 -3.7109 0.12 0.06 0.15
H 2.3104 2.8141 -1.2535 0.19 -0.15 -0.01
H 2.5906 2.5897 -2.9742 0.14 0.01 0.08
H 3.9209 3.1344 -1.9293 -0.24 0.00 -0.07
C 0.4620 -0.1518 -4.2197 -0.58 0.27 -0.42
C 2.6312 -1.2146 -4.4261 0.17 0.11 0.01
H 2.2889 0.8738 -3.9383 -0.02 -0.32 -0.11
H 2.2382 -2.1943 -4.1463 0.05 0.02 -0.02
H 3.7041 -1.1950 -4.2342 -0.08 -0.12 -0.17
H 2.4298 -1.0716 -5.4937 0.30 -0.15 0.05
H 0.0045 -1.1304 -4.0246 0.19 0.35 -0.13
H 0.4585 0.0414 -5.3096 -0.01 -0.22 0.35
H -0.1344 0.6378 -3.7669 -0.05 -0.33 -0.05
C -0.2022 3.6101 -1.7450 -0.17 1.20 -0.53
H 0.2602 3.0850 -0.8861 -0.60 -0.26 -0.80
H 0.5821 4.0450 -2.4067 -0.60 -0.28 0.70
H -0.8851 4.4107 -1.3774 0.76 -0.57 -0.23
C -2.0779 -0.9371 -2.5908 -0.44 1.09 -1.09
C -1.6756 -1.9280 -1.6022 -0.02 -2.24 0.90
C -2.1730 -3.2175 -1.7830 0.60 0.32 0.73
C -1.6606 -3.9921 -0.7244 0.17 0.58 0.01
C -0.8649 -3.1553 0.0736 -1.75 -0.42 -2.35
C -0.2435 -3.7967 1.2331 0.57 -0.30 0.94
N -0.8578 -1.8559 -0.4583 -0.77 -1.07 -0.62
H -1.6388 0.0450 -2.3703 -0.34 -0.21 -0.40
H -3.1886 -0.8793 -2.6464 0.82 0.23 0.14
H -1.8016 -1.2826 -3.6126 -0.01 0.47 0.72
H -2.8246 -3.5028 -2.6041 0.13 -0.05 0.21
H -1.8330 -5.0499 -0.5354 0.07 0.25 0.00
H -1.0296 -4.2362 1.8758 0.45 0.12 -0.17
H 0.4025 -4.6270 0.8914 -0.23 0.30 0.32
H 0.3464 -3.1087 1.8188 -0.16 -0.52 0.00



No. 2
106
Properties=species:S:1:pos:R:3:forces:R:3 method="wB97M-V/def2-TZVPD" e_lumo_ev=0.25 orbital_gap_ha=0.3619
C 5.8596 -1.8699 1.5109 -0.74 1.68 1.28
C 5.4902 -1.3457 0.1430 -0.77 -2.01 -0.89
O 6.6722 -0.8202 -0.3403 -0.73 0.03 -0.29
C 7.5417 -0.6246 0.6932 0.40 0.74 -0.37
O 8.5815 -0.0885 0.5116 0.13 -0.13 0.56
O 7.0126 -1.0666 1.8424 0.22 -0.71 -0.21
F 4.4470 -0.4365 0.1342 0.59 0.49 0.56
H 6.0249 -2.9343 1.6497 0.35 -0.02 -0.50
H 5.0787 -1.5762 2.2104 0.04 -0.12 0.04
H 5.0893 -2.1419 -0.4925 0.52 0.11 -0.24
C 3.1441 -1.2409 4.3209 -0.20 -0.35 0.36
C 2.8654 -2.7302 4.0995 0.25 0.74 0.55
O 3.5800 -3.2956 5.1791 -0.80 -0.83 -0.82
C 4.5793 -2.4757 5.5381 0.46 0.56 0.57
O 5.4393 -2.7473 6.3013 0.30 -0.26 0.12
O 4.4236 -1.2758 4.9588 0.07 0.38 -0.36
F 3.4317 -3.1452 2.9170 -0.08 -0.21 -0.04
H 2.4304 -0.8488 5.0476 -0.15 0.11 -0.26
H 3.1967 -0.6174 3.4348 -0.08 -0.15 -0.10
H 1.8259 -3.0349 4.1372 0.06 -0.03 -0.07
C 6.9536 2.3438 -4.2972 -0.52 -1.24 1.39
C 6.2864 3.7066 -4.2691 1.39 0.38 -1.33
O 5.0128 3.8154 -3.7072 -0.20 -0.94 -0.01
C 4.8622 3.2623 -2.3960 0.68 0.86 -0.31
C 3.5106 3.7150 -1.9530 -1.90 -0.84 0.65
H 6.9269 1.8623 -3.3085 -0.08 0.20 0.00
H 6.4129 1.6377 -4.9312 0.11 0.16 -0.24
H 8.0193 2.3094 -4.5153 -0.08 0.54 -0.49
H 6.9847 4.4608 -3.8777 -0.15 -0.10 0.53
H 6.2159 3.9809 -5.3278 -0.49 0.25 0.13
H 4.9604 2.1732 -2.3298 -0.19 0.00 -0.43
H 5.7008 3.6501 -1.8000 -0.28 0.14 0.31
H 3.2251 3.3633 -0.9523 0.64 0.42 0.24
H 2.7030 3.2058 -2.4970 0.43 -0.05 -0.58
H 3.2521 4.7642 -2.0726 0.62 0.18 0.18
C -0.4023 3.7690 -0.3626 -0.59 0.47 0.31
C -1.0741 4.1667 0.9489 0.09 0.72 -0.43
O -1.2302 5.5860 0.9034 0.45 -0.25 -0.46
C -1.8718 6.1454 2.0110 -0.53 0.54 0.13
C -2.0485 7.6317 1.7388 0.02 0.13 0.14
H -0.4390 2.7096 -0.6078 -0.18 -0.05 0.17
H -1.0012 4.3348 -1.0778 0.51 -0.16 -0.53
H 0.6424 4.0744 -0.3548 -0.06 0.20 -0.20
H -2.1069 3.8078 0.9894 0.21 -0.78 0.42
H -0.4272 3.9111 1.7926 -0.45 -0.28 0.34
H -2.8989 5.7733 2.1653 0.20 -0.53 -0.17
H -1.3060 5.9200 2.9244 -0.01 0.24 0.04
H -2.5759 7.7933 0.7978 0.10 -0.24 -0.10
H -1.0984 8.1613 1.6772 -0.01 0.00 0.12
H -2.6912 8.0832 2.4975 0.26 0.02 0.17
O -6.9309 -4.0990 0.1222 -0.28 0.15 -0.28
C -6.8414 -2.9574 0.4933 0.61 -0.83 0.37
O -7.5344 -1.9322 -0.0313 0.33 0.36 0.16
C -8.5490 -2.2706 -0.9681 -0.55 0.33 -0.92
C -8.8898 -1.0708 -1.8403 0.72 0.81 0.08
C -5.9787 -2.5472 1.6528 -0.65 0.59 0.89
H -9.4187 -2.6065 -0.4013 0.03 -0.21 -0.14
H -8.1969 -3.0362 -1.6592 -0.05 -0.34 0.42
H -8.0224 -0.7857 -2.4432 0.02 -0.37 -0.14
H -9.0928 -0.1362 -1.3106 -0.36 -0.32 0.38
H -9.7091 -1.2728 -2.5267 -0.07 -0.18 0.12
H -5.1370 -1.9096 1.3930 -0.05 -0.03 -0.23
H -5.6456 -3.3838 2.2604 0.13 -0.34 -0.54
H -6.6401 -1.9983 2.3342 0.17 0.30 -0.14
O -3.4321 -1.5606 -0.2222 -0.54 0.32 0.77
C -3.5556 -1.0749 -1.3131 0.59 -0.06 -0.45
O -4.4639 -0.1556 -1.6869 0.70 -0.18 0.16
C -5.1527 0.5381 -0.6308 -0.96 0.29 -1.06
C -6.0899 1.5319 -1.3360 1.29 0.24 0.45
C -2.6386 -1.4764 -2.4160 -0.60 -1.27 -1.38
H -4.4216 1.0785 -0.0318 -0.06 -0.31 0.34
H -5.7652 -0.1887 -0.0991 0.31 0.14 0.41
H -6.6476 2.0444 -0.5520 -0.63 -0.27 -0.29
H -6.6368 1.0316 -2.1282 -0.54 0.03 0.33
H -5.5183 2.3295 -1.8178 0.18 -0.15 -0.05
H -2.7529 -0.8971 -3.3310 0.52 0.48 0.32
H -2.9481 -2.4703 -2.7759 -0.34 0.02 0.32
H -1.6344 -1.7205 -2.0812 0.14 0.75 0.13
O 0.2554 -1.4923 3.1787 0.59 0.37 -0.02
C -0.7777 -1.3795 2.5593 -0.02 -0.77 0.85
O -1.0197 -0.4330 1.6650 -0.31 -0.42 -0.14
C -0.0785 0.6460 1.5222 0.34 -0.02 1.20
C 1.0227 0.3397 0.5465 -0.08 0.39 -0.69
C -1.9128 -2.3457 2.7470 -0.66 0.08 -0.92
H 0.3886 0.8062 2.5003 -0.37 0.30 0.00
H -0.7668 1.4476 1.2656 0.56 0.31 -0.20
H 1.6284 1.2082 0.2727 -0.47 0.35 0.06
H 0.5200 -0.0060 -0.3611 0.59 -0.38 -0.11
H 1.7921 -0.3169 0.9522 -0.49 -0.59 -0.09
H -1.8267 -3.0533 3.5639 0.55 0.25 0.16
H -1.9779 -2.9163 1.8159 -0.18 0.01 0.00
H -2.8618 -1.8180 2.8424 0.04 0.07 -0.10
O 2.8151 -3.2183 -2.8543 0.40 -0.15 0.44
C 1.7128 -3.6961 -2.8583 -0.33 1.25 -1.09
O 1.0394 -4.0923 -1.7849 -0.71 0.33 0.41
C 1.5914 -3.7741 -0.4940 0.63 -1.51 0.12
C 0.7810 -4.5256 0.5713 0.10 -0.11 -0.71
C 0.8499 -3.7471 -4.0938 -0.46 -0.77 -1.13
H 1.7097 -2.7105 -0.2961 -0.40 0.15 -0.40
H 2.5908 -4.2119 -0.5212 0.17 0.34 0.23
H 0.6479 -3.8700 1.4277 0.02 -0.39 0.32
H 1.2861 -5.4691 0.7770 0.22 0.25 0.62
H -0.1814 -4.8933 0.2113 -0.19 0.65 -0.17
H 0.2235 -2.8737 -4.2903 0.01 0.17 0.87
H 0.1875 -4.6145 -4.0845 -0.05 0.08 0.19
H 1.3937 -3.7954 -5.0390 0.61 -0.21 0.42